No. 1
Density functional theory data (the ωB97M-V functional and the def2-TZVPD basis) for C3H3BrCl2 as an isolated structure in a non-equilibrium geometry.

The geometry in XYZ format:
```
9
Properties=species:S:1:pos:R:3
C -0.51 0.19 -1.07
C -0.41 0.37 0.23
C 2.37 0.65 -0.91
Cl -0.63 1.93 1.09
Cl 2.20 2.22 -0.63
Br 2.93 -0.25 0.70
H -0.31 -0.74 -1.51
H -0.87 1.02 -1.72
H 0.04 -0.35 0.96
```

Properties
Charge = 0
Energy relative to the best compared isomer or geometry (same formula, charge and spin) = 288.1 kJ/mol
HOMO = -9.29 eV
LUMO = -0.0342 hartree
Strongest force on any atom = 2.6 eV/A

***

No. 2
Density functional theory data (the ωB97M-V functional and the def2-TZVPD basis) for a 2-piece molecular cluster, C5H3F3 overall in a non-equilibrium geometry.

The geometry in XYZ format:
```
11
Properties=species:S:1:pos:R:3
C 0.52 -2.57 -0.13
C 0.12 -1.46 -0.30
C -0.60 1.41 0.31
C -1.27 0.37 0.09
C -2.65 -0.25 0.02
F -3.53 0.71 -0.09
F -2.95 -1.00 1.09
F -2.75 -1.14 -1.03
H 0.68 -3.48 -0.60
H -1.04 2.29 0.68
H 0.46 1.50 0.40
```

Properties
Charge = 0
Energy relative to the best compared isomer or geometry (same formula, charge and spin) = 499.2 kJ/mol
HOMO (alpha / beta) = -10.13 / -10.13 eV
LUMO (alpha / beta) = -0.0386 / -0.0386 hartree
Strongest force on any atom = 6.5 eV/A

***

No. 3
Density functional theory data (the ωB97M-V functional and the def2-TZVPD basis) for a 2-piece molecular cluster, C9H8F3N overall in a non-equilibrium geometry.

The geometry in XYZ format:
```
21
Properties=species:S:1:pos:R:3
C 2.73 -0.83 -0.29
C 2.28 -0.60 1.10
C 1.80 -0.85 -1.30
C 0.98 -0.14 1.36
C 0.35 -0.80 -0.97
C -0.05 -0.16 0.34
C -0.93 3.06 -0.23
C -1.29 -0.10 0.81
C -2.60 -0.26 0.02
N -1.69 3.11 -1.07
F -3.53 0.61 0.44
F -3.18 -1.47 0.23
F -2.50 -0.08 -1.28
H 3.76 -0.82 -0.32
H 3.13 -0.94 1.70
H 2.00 -1.02 -2.35
H 0.60 -0.02 2.38
H -0.05 -1.86 -0.99
H -0.22 3.30 0.42
H -0.07 -0.23 -1.90
H -1.51 0.12 1.88
```

Properties
Charge = 0
SMILES = FC(F)(F)/C=C1/C=CC=CC1.C#N
Energy relative to the best compared isomer or geometry (same formula, charge and spin) = 49.0 kJ/mol
HOMO = -8.38 eV
LUMO = -0.0097 hartree
Strongest force on any atom = 4.5 eV/A